Record 1
The molecule CO4S2 at a distorted geometry, computed with ωB97M-V/def2-TZVPD.

The geometry in XYZ format:
```
7
Properties=species:S:1:pos:R:3:forces:R:3:lowdin_charge:R:1
C 1.425 -0.949 0.648 -1.44 -2.63 -0.21 -0.114
O 1.595 1.993 0.319 -0.47 -0.84 -0.61 -0.444
O -0.471 0.691 -0.245 -0.45 0.45 0.18 -0.742
O -2.646 -0.506 0.237 -3.14 -0.07 3.51 -0.446
O 0.615 -1.706 0.283 1.87 1.13 1.00 -0.067
S 1.131 0.888 -0.519 -0.04 1.66 -0.06 0.885
S -1.648 -0.411 -0.722 3.67 0.29 -3.80 0.929
```
Forces are in eV/Å.

Computed properties:
- E_tot: -30893.4032 eV
- E_HOMO (alpha / beta): -0.333 / -0.324 Ha
- Maximum force: 0.1029 hartree/bohr

***

Record 2
A 5-piece molecular cluster, C2H14NO4 overall at a distorted geometry, computed with ωB97M-V/def2-TZVPD.

The geometry in XYZ format:
```
21
Properties=species:S:1:pos:R:3:forces:R:3:lowdin_charge:R:1
C 1.613 -0.951 -0.576 -0.19 -0.01 0.41 -0.138
C 2.422 -0.005 -0.974 0.46 1.03 -0.72 0.058
N 0.494 -0.670 0.350 0.13 -0.84 -0.44 0.175
H 1.677 -1.997 -0.828 0.10 -0.04 -0.08 0.122
H 3.243 -0.134 -1.665 -0.03 -0.73 0.06 0.084
H 2.307 1.059 -0.785 -0.38 -0.24 0.55 0.080
H 0.416 -1.438 1.035 0.06 0.56 0.35 0.123
H 0.575 0.221 0.836 -0.08 0.14 0.10 0.134
H -0.417 -0.650 -0.127 -0.13 0.15 -0.20 0.101
H 0.470 -1.142 3.662 0.02 -0.12 -0.10 0.069
H -0.832 -1.868 3.342 0.04 -0.07 -0.06 0.067
O 0.006 -1.598 2.948 -0.07 0.11 0.19 -0.042
H -1.158 2.527 1.315 -0.07 0.03 -0.02 0.060
H -0.839 2.045 -0.131 -0.04 -0.08 0.03 0.017
O -1.160 1.755 0.740 0.18 -0.11 0.08 -0.062
H -2.747 -0.924 -1.538 0.18 0.36 0.39 0.090
H -2.730 0.093 -0.338 0.16 -0.01 -0.31 0.073
O -2.187 -0.302 -1.040 -0.24 -0.57 -0.03 -0.056
H -0.719 0.613 -1.944 -0.16 0.40 -0.05 0.027
H -0.311 2.003 -2.490 0.03 -0.09 -0.08 0.078
O -0.122 1.363 -1.794 0.03 0.15 -0.08 -0.061
```
Forces are in eV/Å.

Computed properties:
- Charge: +1
- E_tot: -11975.1413 eV
- E_HOMO: -0.529 Ha
- Maximum force: 0.0259 hartree/bohr

***

Record 3
C21H35N7O2W as an isolated structure at a distorted geometry, computed with ωB97M-V/def2-TZVPD.

The geometry in XYZ format:
```
66
Properties=species:S:1:pos:R:3:forces:R:3:lowdin_charge:R:1
W -1.307 0.351 0.410 -1.55 -9.24 -2.88 1.906
C 1.766 -3.040 0.384 -0.25 0.70 -0.24 0.045
C 0.583 -2.112 0.620 0.57 -0.94 -0.20 -0.153
N -0.343 -1.716 -0.244 7.79 -4.20 6.16 -0.012
C -0.172 -2.622 -1.408 0.37 -0.99 -0.95 -0.136
C -1.574 -2.574 -1.812 0.39 -0.29 0.36 -0.092
N -1.700 -1.172 -1.310 -7.35 0.99 -7.57 -0.215
C -3.183 -0.985 -1.437 -1.89 -0.13 -1.04 -0.147
C -3.288 0.359 -2.091 -1.03 -1.41 -0.59 -0.093
N -2.244 0.984 -1.341 -3.14 4.28 4.15 -0.169
C -2.807 1.998 -0.390 -2.58 2.67 -0.96 -0.152
C -2.008 2.745 0.754 -0.25 1.55 -0.27 -0.083
N -1.382 1.821 1.644 2.68 1.93 -0.25 -0.125
C -1.480 1.333 2.803 -0.51 0.64 3.59 -0.208
C -2.367 1.876 3.878 0.19 -0.29 -0.43 0.079
C -0.647 0.101 3.038 -0.24 0.33 0.73 -0.149
C -0.156 -0.266 4.280 -0.12 0.05 -0.52 0.104
C 0.677 -1.386 4.335 0.19 -0.28 -0.13 0.095
C 0.995 -2.072 3.159 -0.10 0.23 0.43 0.110
C 0.446 -1.610 1.975 0.31 -0.70 -0.55 -0.179
N -0.372 -0.596 1.900 0.01 2.49 4.61 -0.044
H 2.193 -2.889 -0.611 -0.20 -0.25 0.04 0.108
H 1.450 -4.081 0.504 0.04 -0.07 -0.09 0.139
H 2.576 -2.841 1.091 -0.28 -0.01 0.09 0.109
H 0.088 -3.665 -1.203 0.55 0.51 0.40 0.153
H 0.509 -2.185 -2.150 -0.09 -0.32 0.30 0.132
H -2.191 -3.277 -1.238 0.03 0.34 -0.16 0.168
H -1.728 -2.692 -2.889 -0.39 0.25 0.23 0.173
H -1.277 -0.689 -2.219 -1.73 -1.13 2.47 0.124
H -3.631 -1.010 -0.436 0.01 -0.16 -0.54 0.125
H -3.702 -1.722 -2.063 0.45 -0.13 0.25 0.158
H -4.287 0.794 -1.982 0.44 0.47 0.06 0.170
H -3.041 0.327 -3.158 -0.01 0.04 0.14 0.169
H -1.373 1.116 -1.666 3.32 1.98 -3.11 0.057
H -3.643 1.513 0.133 0.02 0.51 -0.96 0.129
H -3.243 2.794 -1.008 0.36 0.29 0.26 0.178
H -2.697 3.407 1.290 -0.33 -0.11 -0.41 0.172
H -1.245 3.377 0.289 0.11 -0.04 0.28 0.160
H -3.247 2.353 3.439 0.13 0.10 0.06 0.120
H -1.810 2.621 4.452 -0.02 0.12 0.14 0.143
H -2.703 1.081 4.548 0.13 0.09 -0.02 0.126
H -0.382 0.304 5.172 -0.06 -0.01 -0.01 0.158
H 1.088 -1.713 5.286 -0.05 0.00 -0.09 0.161
H 1.639 -2.943 3.190 -0.01 0.07 -0.08 0.155
C 2.484 1.538 1.196 0.04 0.29 0.29 0.009
N 2.701 1.100 -0.172 -3.22 -1.20 -0.58 -0.046
C 3.962 1.479 -0.784 1.06 0.27 -0.17 -0.122
C 4.262 0.632 -1.998 -0.24 -0.12 0.15 -0.113
C 3.074 0.744 -2.924 0.82 0.13 -0.82 -0.121
N 1.839 0.388 -2.248 -1.81 -0.18 2.75 -0.041
C 0.704 0.067 -3.095 0.21 0.57 -0.50 0.000
C 1.600 0.695 -0.915 7.86 1.02 -3.10 -0.348
O 0.480 0.594 -0.415 -3.52 1.04 1.10 -0.130
H 3.351 1.264 1.805 -0.14 0.12 -0.11 0.121
H 1.594 1.077 1.631 0.23 0.05 -0.10 0.061
H 2.360 2.625 1.199 0.10 -0.02 0.27 0.121
H 4.764 1.357 -0.048 -0.30 0.09 0.03 0.151
H 3.899 2.540 -1.050 0.15 -0.06 0.05 0.157
H 4.408 -0.414 -1.700 0.05 0.15 -0.07 0.135
H 5.176 0.971 -2.494 -0.23 -0.01 0.09 0.154
H 3.215 0.076 -3.780 -0.25 0.11 0.11 0.151
H 2.965 1.767 -3.303 0.11 -0.11 -0.09 0.156
H 1.006 -0.674 -3.840 -0.12 0.16 0.01 0.135
H 0.372 0.981 -3.597 -0.11 -0.13 -0.30 0.133
H -0.129 -0.342 -2.515 1.40 0.48 -0.50 0.022
O -2.868 0.138 1.131 1.97 -2.58 -1.23 -0.255
```
Forces are in eV/Å.

Computed properties:
- Charge: +4
- E_tot: -38647.4436 eV
- E_HOMO (alpha / beta): -0.768 / -0.768 Ha
- Maximum force: 0.2098 hartree/bohr

***

Record 4
The molecule C4H9PS at a distorted geometry, computed with ωB97M-V/def2-TZVPD.

The geometry in XYZ format:
```
15
Properties=species:S:1:pos:R:3:forces:R:3:lowdin_charge:R:1
C 0.312 2.282 1.145 -1.82 -0.26 1.59 -0.094
C 0.702 1.391 0.296 -1.10 -3.39 -2.12 -0.239
P -0.313 -0.427 0.228 1.58 1.43 0.85 0.322
C 1.020 -1.705 0.174 1.56 3.36 -1.09 -0.268
C -1.167 -0.460 -1.373 0.51 -1.12 -1.01 -0.273
S -1.470 -0.828 1.764 0.16 0.55 -0.48 0.153
H 0.720 3.271 1.232 0.02 0.26 0.08 0.055
H -0.548 1.914 1.760 0.85 0.90 0.08 0.035
H 1.368 1.560 -0.542 0.37 -0.14 0.17 0.050
H 1.926 -1.338 -0.507 -1.79 -0.93 1.71 0.097
H 1.223 -1.897 1.222 0.47 -0.18 -0.15 0.027
H 0.503 -2.469 -0.294 -0.60 -2.07 -0.81 -0.005
H -0.506 -0.665 -2.281 -0.91 0.42 1.30 0.080
H -2.078 -1.074 -1.387 0.78 -0.84 0.32 0.050
H -1.691 0.445 -1.438 -0.09 2.01 -0.45 0.011
```
Forces are in eV/Å.

Computed properties:
- E_tot: -24417.0299 eV
- E_HOMO: -0.314 Ha
- SMILES: C=CP(C)(C)=S
- Maximum force: 0.0806 hartree/bohr

***

Record 5
C23H26BrN5O10P2Rb as an isolated structure, computed with ωB97M-V/def2-TZVPD.

The geometry in XYZ format:
```
68
Properties=species:S:1:pos:R:3:forces:R:3:lowdin_charge:R:1
Rb 0.928 0.528 2.223 -0.17 0.08 -0.46 1.081
C 3.816 -3.321 4.667 0.03 -0.01 0.02 -0.084
C 3.170 -1.967 4.400 0.38 -0.22 0.14 -0.573
O 3.649 -1.046 5.413 -0.16 0.05 -0.12 -0.090
P 1.376 -2.052 4.717 0.45 0.32 -0.80 0.410
O 0.746 -3.230 3.892 -0.19 -0.26 -0.17 -0.139
O 1.307 -2.657 6.187 -0.14 -0.06 0.57 -0.112
O 0.707 -0.754 4.514 -0.21 -0.05 0.61 -0.413
P 3.747 -1.283 2.752 -0.29 -0.39 0.10 0.263
O 2.565 -1.844 1.754 0.06 0.02 0.08 -0.240
O 5.030 -1.916 2.370 0.05 0.08 -0.08 -0.316
O 3.533 0.191 2.880 0.33 0.09 0.19 -0.449
H 3.639 -3.635 5.697 0.03 0.01 0.01 0.073
H 4.884 -3.237 4.478 0.03 -0.02 0.02 0.074
H 3.408 -4.087 4.007 -0.02 0.05 -0.06 0.085
H 3.615 -0.174 4.978 0.02 -0.08 0.07 0.074
H 0.313 -2.880 3.050 0.08 0.00 0.14 0.033
H 1.839 -2.125 6.798 -0.03 -0.01 -0.17 0.089
H 2.938 -2.437 1.094 0.03 -0.02 0.09 0.073
N -0.164 -0.340 -5.697 0.22 0.01 -0.07 0.168
C 0.177 -0.309 -7.031 -0.10 0.00 -0.04 -0.195
C -0.574 -0.419 -8.195 -0.01 -0.01 0.01 -0.030
C 0.118 -0.341 -9.386 0.01 0.00 -0.10 -0.107
C 1.510 -0.158 -9.419 -0.08 -0.01 -0.08 -0.105
C 2.247 -0.047 -8.261 0.01 0.00 0.02 -0.021
C 1.567 -0.124 -7.048 -0.08 0.01 0.08 -0.229
N 2.048 -0.043 -5.755 0.01 -0.01 0.04 0.178
C 1.001 -0.176 -4.989 0.01 -0.01 0.08 -0.271
C 1.039 -0.171 -3.521 0.00 0.01 0.10 -0.141
C -0.087 -0.419 -2.741 0.11 -0.02 0.12 -0.002
C 0.045 -0.409 -1.359 -0.15 -0.02 -0.07 -0.113
N 1.191 -0.173 -0.736 -0.08 0.06 0.12 0.039
C 2.260 0.068 -1.482 0.19 -0.01 -0.20 -0.113
C 2.242 0.080 -2.870 -0.08 -0.03 0.18 0.002
H -1.083 -0.448 -5.310 -0.03 0.01 0.01 0.148
H -1.646 -0.560 -8.175 -0.03 0.00 0.01 0.105
H -0.424 -0.423 -10.318 -0.01 0.00 -0.02 0.095
H 2.006 -0.103 -10.379 0.02 0.00 -0.02 0.095
H 3.318 0.095 -8.283 0.04 0.01 0.03 0.109
H -1.063 -0.631 -3.156 0.00 0.01 -0.09 0.102
H -0.812 -0.601 -0.723 -0.04 0.02 0.01 0.108
H 3.182 0.253 -0.942 0.02 0.02 -0.01 0.120
H 3.143 0.275 -3.431 0.00 0.01 -0.09 0.109
C -4.017 -1.005 2.164 -0.05 -0.03 0.03 -0.078
N -2.619 -1.119 1.820 -0.21 0.04 -0.04 0.039
C -1.840 -2.146 2.170 0.10 -0.10 0.22 -0.581
N -2.444 -3.214 2.808 0.06 0.08 -0.04 0.177
O -0.625 -2.180 1.917 -0.01 0.03 -0.13 -0.041
H -4.372 -0.049 1.788 0.03 0.03 -0.04 0.066
H -4.181 -1.009 3.248 0.00 -0.02 0.01 0.086
H -4.611 -1.803 1.712 0.01 -0.01 0.01 0.084
H -2.184 -0.246 1.502 0.08 0.01 -0.01 0.078
H -3.276 -3.030 3.345 0.01 0.01 -0.02 0.079
H -1.776 -3.814 3.266 -0.03 -0.02 0.01 0.097
Br -4.666 2.845 0.110 0.04 0.07 0.10 0.749
C -3.748 4.013 1.317 0.06 -0.20 -0.12 -0.583
C -4.462 5.133 1.717 0.01 -0.01 -0.05 -0.156
C -3.860 6.067 2.540 0.07 0.07 0.09 -0.101
C -2.545 5.883 2.946 -0.08 0.13 0.05 -0.086
C -1.852 4.762 2.536 0.12 -0.06 0.00 -0.026
C -2.435 3.791 1.726 -0.18 -0.01 -0.06 -0.145
C -1.590 2.556 1.412 -0.16 -0.15 -0.06 -0.677
O -2.218 1.487 1.225 0.01 -0.09 -0.02 -0.110
O -0.360 2.710 1.425 -0.03 0.52 -0.13 -0.159
H -5.478 5.268 1.374 0.00 0.01 0.00 0.086
H -4.417 6.940 2.857 -0.01 0.03 0.01 0.096
H -2.057 6.614 3.578 -0.03 0.02 0.02 0.098
H -0.822 4.598 2.828 -0.05 0.01 -0.02 0.118
```
Forces are in eV/Å.

Computed properties:
- Charge: -1
- E_tot: -141486.8910 eV
- E_HOMO: -0.240 Ha
- Maximum force: 0.0189 hartree/bohr